DFT (the ωB97M-V functional and the def2-TZVPD basis) results for C8H17BeN6O18 as an isolated structure.

Structure (XYZ):
```
50
Properties=species:S:1:pos:R:3:forces:R:3:mulliken_spin:R:1
Be 0.639934 -0.055777 -0.639461 -0.16 0.46 -1.77 0.00
O -1.786576 3.449016 -0.299767 -2.51 0.22 1.95 0.00
C -0.682619 3.324276 -1.051179 1.47 -0.73 -1.70 0.00
O -0.081172 4.305561 -1.341689 1.40 6.41 0.39 0.00
O -0.371091 2.283931 -1.528900 -0.07 -7.13 -0.35 0.00
H -1.706746 4.392789 -0.143203 -0.46 0.50 0.35 0.00
O 1.341241 -0.650890 -5.229050 -0.35 -1.81 -1.21 0.00
C 1.145912 0.254606 -4.260560 -3.65 -3.20 4.41 -0.01
O 1.786781 1.217221 -4.378609 4.22 6.77 -1.22 0.01
O 0.453360 -0.037756 -3.263043 -1.52 -1.33 1.56 0.02
H 2.120586 -0.108835 -5.371886 1.42 -0.66 -2.31 0.00
O 4.666411 -0.682615 -1.747030 3.75 2.13 0.96 0.01
C 3.714039 -1.313629 -2.236527 -2.57 -2.48 -1.98 -0.06
O 3.726982 -1.855082 -3.348432 -0.17 0.19 0.18 0.43
O 2.722186 -1.523583 -1.489993 -1.48 -0.35 0.05 0.58
H 4.335002 -0.455192 -0.875226 -0.01 0.97 1.10 0.00
O 4.584864 2.453291 0.006915 1.57 1.67 -0.12 0.00
C 3.393065 1.947416 -0.292994 -4.53 -2.13 -5.46 0.00
O 2.760491 2.169778 -1.398389 2.90 1.21 2.98 0.00
O 2.958365 0.999364 0.413861 -0.03 -1.61 2.29 0.01
H 5.025964 1.929430 0.679668 -0.53 -0.22 0.22 0.00
O -1.928824 -3.358552 -0.654738 0.20 -0.72 0.04 0.00
C -0.829244 -3.433044 -1.486994 0.64 -0.27 -2.22 0.00
O -0.554925 -4.325921 -2.256911 -1.68 -4.14 -0.22 0.00
O -0.119311 -2.441715 -1.593219 1.84 5.12 2.38 0.01
H -1.702986 -2.473742 -0.358592 -0.67 0.96 0.83 0.00
C 0.628859 -2.169330 2.274399 0.69 0.09 -1.60 0.00
O 1.159108 -1.589767 1.377236 1.60 1.25 -1.95 0.00
N -0.561513 -2.015884 2.710045 -5.82 1.31 2.93 0.00
N 1.127561 -3.187847 2.958016 4.41 -2.75 0.75 0.00
H -0.582140 -2.477351 3.608230 -1.40 0.55 -0.09 0.00
H -1.183023 -1.226908 2.603537 0.47 0.00 -0.65 0.00
H 0.694843 -3.727851 3.693715 0.10 0.25 -0.59 0.00
H 2.037362 -3.467914 2.620481 -0.13 -0.32 0.33 0.00
C -3.175184 -0.167534 0.049546 3.51 -2.64 -0.77 0.00
O -2.013839 -0.582826 0.049006 -0.15 -0.55 0.68 0.00
N -3.541259 1.016126 -0.106894 -1.30 7.28 0.01 0.00
N -4.260771 -0.900647 0.001075 -1.88 -4.82 0.37 0.00
H -2.899330 1.795454 -0.132978 0.01 0.24 -0.50 0.00
H -4.531510 1.079328 -0.295329 0.67 1.21 -0.22 0.00
H -5.172631 -0.560938 0.271661 0.42 -0.58 -0.18 0.00
H -4.026304 -1.859126 -0.214428 -0.86 -0.36 0.26 0.00
C -0.915818 1.520817 2.414316 1.07 1.02 -3.43 0.00
O -0.361298 1.165382 1.402223 0.42 -0.90 -1.11 0.00
N -1.837774 2.450076 2.447944 -3.86 2.76 -2.49 0.00
N -0.629044 1.173820 3.591842 1.90 -2.75 6.88 0.00
H -2.213606 2.562325 1.517217 0.04 0.85 0.02 0.00
H -2.312130 2.975055 3.168689 0.58 -0.66 0.15 0.00
H 0.137276 0.559821 3.828186 -0.13 0.28 -0.18 0.00
H -1.179523 1.625374 4.308213 0.60 -0.58 0.25 0.00
```
Positions in Å, forces in eV/Å.

- orbital gap (alpha / beta) (eV) = 4.97 / 4.08
- F_max (eV Å⁻¹) = 8.068
- charge = -2
- 2S+1 = 2
- molecular weight (g mol⁻¹) = 494.3
- E_LUMO (alpha / beta) (Eh) = 0.1337 / 0.1061
- E (hartree) = -2012.5632



DFT (the ωB97M-V functional and the def2-TZVPD basis) results for C8H17CeOP2 as an isolated structure.

Structure (XYZ):
```
29
Properties=species:S:1:pos:R:3:forces:R:3:mulliken_spin:R:1
C 0.459220 0.374784 -1.755818 1.29 0.92 -0.24 -0.01
C 0.584304 -0.663745 -2.655149 0.40 0.57 -0.91 0.01
C -0.183170 -1.846786 -2.647776 0.41 0.11 0.97 -0.01
C -1.235749 -2.020983 -1.707296 -1.00 -0.75 -0.33 0.01
C -1.566724 -1.150922 -0.682616 -0.84 -0.53 0.55 -0.01
Ce 0.472457 -0.953305 0.004405 0.70 -0.53 -0.01 1.03
P 0.758777 2.095940 0.580257 0.55 0.16 -0.61 0.00
H 1.195045 1.176731 -1.883633 -0.22 0.15 -0.64 0.00
H 1.385895 -0.566481 -3.395290 -0.36 -0.22 -0.25 0.00
H 0.008509 -2.604548 -3.407317 -0.03 0.05 0.35 0.00
H -2.405619 -1.314856 0.016363 -0.01 -0.33 -0.65 0.00
H -1.746721 -2.984834 -1.803424 -0.33 0.21 -0.21 0.00
H -0.274084 3.011714 0.883420 0.16 0.11 0.23 0.00
H 1.150821 2.777527 -0.598623 -0.08 -0.17 0.26 0.00
H 1.814253 2.664701 1.362423 -0.42 0.32 0.08 0.00
C -0.615229 -0.905217 4.999135 -0.07 0.23 0.63 0.00
P -0.199778 0.124073 3.586457 0.13 -0.49 -2.27 0.00
C -1.396891 1.474079 3.470234 -0.31 -0.04 0.47 0.00
C 1.401508 0.891082 3.905422 0.10 -0.16 0.64 0.00
O -0.129988 -0.660986 2.266759 -0.37 0.65 2.59 0.00
H -0.043514 -1.840015 5.005758 -0.08 0.24 -0.18 0.00
H -1.688081 -1.133673 5.054750 0.31 0.05 -0.22 0.00
H -0.347284 -0.331765 5.901419 -0.15 -0.24 -0.17 0.00
H -1.471839 2.016508 4.427092 0.11 -0.12 -0.30 0.00
H -1.117006 2.176030 2.669060 -0.10 -0.41 0.36 0.00
H -2.385955 1.043029 3.257800 0.29 0.13 -0.08 0.00
H 2.189026 0.251051 3.486887 -0.22 0.20 0.06 0.00
H 1.458411 1.895997 3.471315 -0.01 -0.32 0.13 0.00
H 1.540565 0.938068 4.994290 0.14 0.22 -0.26 0.00
```
Positions in Å, forces in eV/Å.

- orbital gap (alpha / beta) (eV) = 5.37 / 5.32
- F_max (eV Å⁻¹) = 2.693
- charge = 0
- relative energy (zero: lowest compared OMol25 entry of this formula, charge and spin) (kJ/mol) = 0.0
- 2S+1 = 2
- molecular weight (g mol⁻¹) = 331.3
- E_LUMO (alpha / beta) (Eh) = -0.0029 / -0.0038
- E (hartree) = -1547.9231



Q: What is the formula in the second record?
A: C8H17CeOP2